1.
DFT (wB97M-V/def2-TZVPD) results for a molecular structure, C41H49N7O3PS5Sc at a distorted geometry.

CARTESIAN COORDINATES (ANGSTROEM)
Sc -1.05836 0.43587 -2.16270
S -2.70374 0.36976 -4.18135
S -4.10661 1.98682 -3.99230
S -4.19739 1.88419 -1.78163
S -2.37592 2.43914 -1.13654
N -0.01933 -0.15355 -0.17054
C 0.58667 -1.47089 -0.10154
C 1.61335 -1.84295 -0.95713
C 2.03453 -3.17843 -1.01520
C 1.62202 -4.03279 -0.09798
C 0.65398 -3.68137 0.89861
C 0.35630 -4.59504 1.92058
C -0.59626 -4.20099 2.84173
C -1.18189 -2.92508 2.79320
N -0.80273 -2.03990 1.88549
C 0.07395 -2.39140 0.88749
H -0.83910 -0.23036 0.51298
H 0.70080 0.50431 0.24937
H 2.05570 -1.16683 -1.70182
H 2.68581 -3.45894 -1.83704
H 1.93241 -5.10505 -0.16943
H 0.99299 -5.46288 2.11197
H -0.87588 -4.78844 3.69459
H -1.85547 -2.59062 3.56223
C 2.03858 3.24309 -5.41136
N 1.72743 2.66171 -4.08702
C 0.58073 2.53322 -3.37770
N -0.42198 3.33096 -3.62088
O 0.58567 1.77061 -2.40876
H 1.85506 2.52343 -6.16241
H 3.06020 3.48934 -5.40209
H 1.37918 4.09681 -5.60503
H 2.34470 1.90047 -3.87562
H -0.48552 3.83159 -4.49596
H -1.28388 3.11459 -3.15615
N -0.80345 -2.65233 -4.34729
C 0.21318 -1.79960 -4.02743
O 0.04191 -0.64729 -3.51888
C 1.51725 -2.19038 -4.42861
C 2.59438 -1.26417 -4.26626
N 3.33140 -0.39046 -4.00013
C 1.73725 -3.56185 -4.64156
N 1.64317 -4.73307 -4.64759
H -1.74871 -2.41414 -4.16915
H -0.51727 -3.50873 -4.81886
C 3.95501 3.31392 0.08323
C 3.83339 2.09886 1.02657
C 4.86529 2.28705 2.12956
C 4.06879 0.76134 0.27957
P 1.97454 2.00319 1.59141
C 1.29159 3.72545 1.49097
C 0.50135 4.00695 0.41446
C -0.22754 5.16848 0.37667
C -0.12642 6.12415 1.37765
C 0.80723 5.95235 2.38283
C 1.54264 4.76290 2.42514
C 1.64124 1.51196 3.32187
C 2.25135 0.13436 3.47267
C 2.18878 2.40959 4.49254
C 0.10543 1.42429 3.48968
H 4.93048 3.16969 -0.45020
H 4.00265 4.21993 0.68512
H 3.11338 3.42538 -0.58976
H 5.83786 2.19825 1.61856
H 4.75584 1.42561 2.75869
H 4.69350 3.26586 2.63678
H 5.09231 0.66495 -0.17755
H 3.37609 0.54423 -0.60342
H 3.96518 -0.09720 0.89860
H 0.41121 3.28555 -0.34639
H -0.94595 5.36096 -0.41683
H -0.82088 6.96033 1.40146
H 1.04648 6.73834 3.03738
H 2.20959 4.62020 3.34142
H 3.31001 0.24592 3.45544
H 2.07709 -0.59218 2.68763
H 1.97856 -0.31232 4.43149
H 3.30244 2.68214 4.27934
H 2.06410 1.83883 5.38163
H 1.65764 3.34969 4.65838
H -0.37800 0.67455 2.92469
H -0.23840 2.41979 3.21669
H -0.22231 1.23128 4.53747
O -2.53015 -0.93223 -1.23495
S -3.96217 -1.44414 -0.95478
C -3.99127 -3.20512 -1.08726
C -3.24160 -4.05966 -0.38094
C -3.42091 -5.44034 -0.42977
C -4.29241 -5.98882 -1.33749
C -4.97531 -5.04978 -2.15325
C -4.93792 -3.66767 -2.01290
C -4.17663 -1.26486 0.84806
C -3.34057 -0.25708 1.35536
C -3.35192 -0.11992 2.74554
C -4.14032 -0.92736 3.60418
C -4.90906 -1.93639 3.05667
C -4.96128 -2.04349 1.64276
H -2.32954 -3.73016 0.18500
H -2.79976 -6.04008 0.22404
H -4.53278 -7.04499 -1.49586
H -5.70222 -5.43234 -2.85241
H -5.55737 -2.95958 -2.53045
H -2.76986 0.45873 0.79317
H -2.72793 0.64489 3.21230
H -4.14934 -0.79695 4.66278
H -5.65505 -2.52104 3.59434
H -5.52127 -2.88463 1.24009

Relative energy (zero: lowest compared OMol25 entry of this formula, charge and spin) ... 1.41 kcal per mole
M ... 924.2 g mol⁻¹
Net charge ... 0
HOMO ... -7.24 eV
LUMO level ... -0.21 eV

Atom charges from the Mulliken analysis, given in e for atoms 1 to 99: Sc -1.23; S -0.21; S -0.19; S -0.10; S -0.27; N 2.79; C 0.59; C -0.17; C -1.26; C -1.05; C 1.81; C -1.06; C -0.99; C -0.43; N 0.37; C -0.34; H -0.31; H -2.12; H 0.39; H 0.47; H 0.37; H 0.48; H 0.52; H 0.53; C -1.04; N -0.34; C 0.39; N -0.03; O 0.43; H 0.33; H 0.34; H 0.39; H 0.16; H 0.20; H -0.10; N -0.29; C 0.62; O 0.17; C 0.08; C 0.23; N -0.77; C -0.20; N -0.65; H 0.17; H 0.20; C -1.73; C 2.21; C -1.74; C -1.69; P 0.90; C -0.36; C 0.30; C -0.60; C -0.72; C -0.83; C -0.44; C 2.48; C -2.04; C -1.89; C -2.01; H 0.50; H 0.39; H 0.17; H 0.54; H 0.39; H 0.25; H 0.50; H 0.15; H 0.43; H 0.46; H 0.45; H 0.38; H 0.49; H 0.32; H 0.42; H 0.22; H 0.46; H 0.14; H 0.65; H 0.42; H -0.09; H 0.42; H 0.53; O 0.48; S -0.11; C 0.47; C 0.70; C -0.68; C -0.60; C -0.57; C -1.08; C 0.53; C 0.29; C -0.41; C -1.01; C -0.49; C -0.31; H 0.10; H 0.44

=====

2.
DFT (wB97M-V/def2-TZVPD) results for a molecular structure, C41H50As4OPtS at a distorted geometry.

CARTESIAN COORDINATES (ANGSTROEM)
Pt 0.16694 0.56752 0.12319
C -1.58936 1.05699 3.37700
As -0.33966 1.78670 2.12340
C -1.05455 3.50458 1.67575
C 1.19443 2.25332 3.19152
C 2.23972 1.16678 3.47373
C 1.55198 -0.15295 3.88115
C 3.12688 1.00485 2.23983
As 2.40713 0.10201 0.69567
C 2.81259 -1.75195 0.93777
C 3.68654 0.66964 -0.62585
C 3.09833 1.68551 4.64671
As 4.79308 0.88641 5.30892
C 4.67441 -1.01030 4.82296
C 6.02709 1.43499 3.87651
H -1.38529 0.00965 3.56699
H -2.59331 1.16610 2.97585
H -1.48387 1.64232 4.28844
H -1.11531 4.06377 2.60324
H -2.04272 3.39371 1.23860
H -0.40026 4.00659 0.96964
H 0.77772 2.61733 4.13062
H 1.64878 3.10766 2.68958
H 0.91353 -0.55412 3.08944
H 0.92133 -0.00015 4.76303
H 2.28284 -0.91578 4.13323
H 4.01726 0.44498 2.50410
H 3.45950 1.97114 1.86185
H 3.88477 -1.80189 1.10976
H 2.55548 -2.29748 0.03197
H 2.26782 -2.16537 1.78241
H 4.66436 0.65080 -0.15162
H 3.45540 1.67943 -0.94695
H 3.68694 0.00241 -1.48390
H 2.46018 1.73980 5.53243
H 3.41126 2.71622 4.44300
H 3.94916 -1.51523 5.46044
H 5.65778 -1.43270 5.03116
H 4.43880 -1.19658 3.77200
H 5.74234 2.41830 3.49750
H 6.07656 0.72446 3.04737
H 7.02162 1.51851 4.31098
C 2.20387 2.94854 -5.99246
C 0.83882 3.19580 -5.94981
C 0.09476 2.84853 -4.82547
C 0.73385 2.24843 -3.74749
C 2.10489 2.01597 -3.77927
C 2.83999 2.36239 -4.90452
As -0.27772 1.56092 -2.24551
C -2.11086 1.68618 -2.81753
C -2.93733 2.79342 -2.70205
C -4.24312 2.71343 -3.17302
C -4.70678 1.52814 -3.73746
C -3.87530 0.42081 -3.84329
C -2.56358 0.49069 -3.38422
C -1.57522 -0.61199 -3.42918
C -1.77423 -1.87014 -3.99015
C -0.74823 -2.80653 -3.97702
C 0.48281 -2.50152 -3.40238
C 0.69175 -1.24337 -2.84327
C -0.33423 -0.30405 -2.86487
H 2.77496 3.21498 -6.87335
H 0.34396 3.65623 -6.79690
H -0.96733 3.04678 -4.80260
H 2.60386 1.56171 -2.93292
H 3.90750 2.17571 -4.93426
H -2.57421 3.71523 -2.26487
H -4.89798 3.57351 -3.10239
H -5.72684 1.46916 -4.10105
H -4.25289 -0.49479 -4.28840
H -2.72542 -2.12549 -4.44591
H -0.90446 -3.77974 -4.43237
H 1.28137 -3.23419 -3.41269
H 1.66030 -0.99189 -2.42832
O -2.02725 0.07141 -0.12777
S -1.60660 -1.41759 0.02083
C -2.65997 -2.38723 -1.02626
C -2.24108 -3.67071 -1.33912
C -3.08328 -4.46740 -2.10064
C -4.30832 -3.96954 -2.53715
C -4.69670 -2.66804 -2.22817
C -3.86763 -1.85568 -1.46522
C -2.15330 -1.93273 1.62627
C -1.35951 -2.82366 2.33437
C -1.79594 -3.26430 3.57978
C -3.00731 -2.81148 4.08718
C -3.79043 -1.91632 3.35804
C -3.36549 -1.46608 2.11757
H -1.27710 -4.04489 -1.00272
H -2.78296 -5.47652 -2.35632
H -4.96463 -4.60126 -3.12380
H -5.64921 -2.28595 -2.57841
H -4.13930 -0.83000 -1.23461
H -0.41716 -3.17586 1.92006
H -1.19306 -3.96271 4.15052
H -3.34935 -3.16069 5.05555
H -4.73885 -1.57728 3.75728
H -3.96074 -0.76636 1.53830

Relative energy (zero: lowest compared OMol25 entry of this formula, charge and spin) ... 21.13 kcal per mole
M ... 1085.7 g mol⁻¹
Net charge ... +2
HOMO ... -12.86 eV
LUMO level ... -6.78 eV

And the Mulliken charges, in e, turn out to be: Pt 1.50; C -1.21; As 0.97; C -1.33; C -2.01; C 2.74; C -1.15; C -1.45; As 0.69; C -1.22; C -1.55; C -2.11; As 0.30; C -0.92; C -1.02; H 0.14; H 0.44; H 0.65; H 0.51; H 0.42; H 0.42; H 0.66; H 0.51; H -0.16; H 0.40; H 0.06; H -0.09; H 0.69; H 0.48; H 0.44; H 0.29; H 0.68; H 0.50; H 0.47; H 0.53; H 0.58; H 0.32; H 0.42; H 0.12; H 0.27; H 0.26; H 0.44; C -0.55; C -0.78; C -0.43; C 0.51; C 0.12; C -0.73; As 0.71; C 0.03; C -1.00; C -0.82; C -0.87; C -0.31; C 0.34; C 0.26; C -0.22; C -1.12; C -1.02; C 0.26; C -0.12; H 0.40; H 0.41; H 0.40; H 0.02; H 0.43; H 0.53; H 0.47; H 0.45; H 0.47; H 0.59; H 0.46; H 0.49; H 0.62; O -1.02; S 0.01; C 0.76; C -0.65; C -0.77; C -0.65; C -0.81; C -0.44; C 1.03; C -0.15; C -0.77; C -0.58; C -0.68; C -0.70; H 0.45; H 0.51; H 0.45; H 0.51; H 0.50; H 0.43; H 0.48; H 0.45; H 0.46; H 0.50

=====

- Which of these has the highest HOMO?
  C41H49N7O3PS5Sc

=====

- M of number 2 (C41H50As4OPtS)?
  1085.7 g mol⁻¹

=====

- Number 1 is which compound?
  C41H49N7O3PS5Sc